No. 1
# C19H17N2

A cluster of 2 separate species, C19H17N2 in total in a non-equilibrium geometry (wB97M-V/def2-TZVPD, the OMol25 dataset).

The geometry in XYZ format:
```
38
Properties=species:S:1:pos:R:3:mulliken_charge:R:1
C -0.21474 -0.05578 0.19453 0.53
C -1.64106 -0.14888 0.41222 0.64
C -2.49332 0.84784 -0.10802 -0.24
C -3.85650 0.82330 0.15352 -0.98
C -4.40366 -0.17010 0.97320 -0.36
C -3.57037 -1.15910 1.51166 -0.86
C -2.21319 -1.18150 1.20358 -0.29
C 0.68066 -1.19086 0.21481 0.08
C 2.01245 -0.70897 0.48795 0.23
C 3.03293 -1.61369 0.76285 -0.37
C 2.78292 -2.99227 0.62475 -0.62
C 1.49487 -3.46278 0.30867 -0.84
C 0.42991 -2.56784 0.16280 -0.35
C 1.94921 0.75077 0.58478 -0.21
C 0.57989 1.15501 0.36069 0.74
C 0.23709 2.50686 0.51122 -0.11
C 1.23737 3.45008 0.78264 -0.97
C 2.56226 3.04565 1.01996 -0.65
C 2.90649 1.68427 0.96616 -0.39
H -2.05964 1.62549 -0.73307 0.50
H -4.50286 1.57376 -0.29082 0.40
H -5.47249 -0.18989 1.18636 0.41
H -3.98135 -1.93128 2.16005 0.41
H -1.56754 -1.95645 1.61679 0.62
H 4.00747 -1.23657 1.07230 0.44
H 3.59316 -3.71590 0.77082 0.41
H 1.34199 -4.53750 0.19139 0.42
H -0.58483 -2.94822 0.04619 0.65
H -0.79935 2.83498 0.45024 0.46
H 1.00718 4.51670 0.81982 0.41
H 3.32110 3.80023 1.25304 0.41
H 3.91508 1.34185 1.19195 0.44
N -0.59142 0.29082 -3.12789 -0.29
N 0.68260 0.30539 -3.83617 -0.64
H -1.11759 1.09888 -3.46340 0.23
H -1.07830 -0.55879 -3.41587 0.23
H 1.15774 1.15848 -3.54316 0.26
H 1.21586 -0.48396 -3.47656 0.25
```

Output
**LUMO**: -5.9 eV
**Net charge**: +1
**Gap between HOMO and LUMO**: 5.1 eV
**E**: -843.438814 a.u.
**Maximum force**: 1.665 eV/A

=====

No. 2
# C14H15N8NiS

A structure of composition C14H15N8NiS (wB97M-V/def2-TZVPD, the OMol25 dataset).

The geometry in XYZ format:
```
39
Properties=species:S:1:pos:R:3:mulliken_charge:R:1
Ni -0.31987 0.03528 0.36239 -0.55
C -2.17927 3.65030 -0.62608 -1.54
C -1.30015 2.55368 -0.13522 0.79
N -1.57296 1.30502 -0.30131 1.09
N -2.70494 0.95510 -0.95465 -1.20
C -2.87525 -0.35051 -0.96424 0.66
N -3.96768 -0.82061 -1.57839 -0.37
S -1.79260 -1.50267 -0.24108 -0.59
C -0.03428 2.79241 0.58117 0.58
C 0.49510 4.04996 0.82776 -0.74
C 1.69303 4.15292 1.51873 -0.45
C 2.33295 3.00168 1.94364 -0.76
C 1.75077 1.77962 1.65102 0.16
N 0.60386 1.67626 0.99031 0.12
H -1.94187 3.89135 -1.66508 0.28
H -2.06934 4.55198 -0.02854 0.46
H -3.21535 3.32158 -0.59974 0.41
H -4.62929 -0.17313 -1.97109 0.23
H -4.16102 -1.80453 -1.59286 0.20
H -0.01761 4.93480 0.48236 0.34
H 2.11942 5.12578 1.72248 0.44
H 3.26401 3.03963 2.48970 0.42
H 2.21236 0.84890 1.95466 0.33
N 2.92182 -1.62846 -1.98733 -0.16
C 2.69465 -0.82638 -3.07843 -0.48
C 1.68598 0.01725 -2.71699 -0.52
N 1.29914 -0.24460 -1.43132 0.01
C 2.05861 -1.23367 -1.01994 0.11
C 1.88058 -1.76895 0.31653 0.64
N 0.92740 -1.30149 1.10246 0.15
C 0.99507 -2.00553 2.27956 -0.61
C 2.01048 -2.90406 2.20169 -0.42
N 2.56358 -2.74305 0.95051 -0.16
H 3.59607 -2.37293 -1.94653 0.18
H 3.25383 -0.93396 -3.99055 0.42
H 1.21731 0.78696 -3.30520 0.45
H 0.30721 -1.82740 3.08708 0.47
H 2.37913 -3.63195 2.90117 0.43
H 3.33621 -3.27310 0.58599 0.17
```

Output
**LUMO (spin up / spin down)**: -3.1 / -3.1 eV
**Net charge**: +1
**Gap between HOMO and LUMO (spin up / spin down)**: 7.5 / 7.6 eV
**E**: -2886.937184 a.u.
**Maximum force**: 0.141 eV/A

=====

No. 3
# C42H67F9O23S9

A cluster of 9 separate species, C42H67F9O23S9 in total in a non-equilibrium geometry (wB97M-V/def2-TZVPD, the OMol25 dataset).

The geometry in XYZ format:
```
150
Properties=species:S:1:pos:R:3:mulliken_charge:R:1
O 1.53404 -1.29888 -7.94144 -0.56
C 1.75664 -0.53087 -7.07315 -0.16
O 2.76340 -0.66973 -6.18571 -0.31
C 0.86377 0.67573 -6.81158 1.18
C 1.20353 1.77849 -7.74902 0.90
C 0.39213 2.59509 -8.43146 -0.34
S -1.37629 2.66756 -8.42275 1.85
O -1.72479 3.86130 -9.12303 -0.72
O -1.99420 1.46671 -8.88845 -0.65
C -1.80135 3.05125 -6.63892 0.41
F -2.69692 4.05052 -6.66232 -0.24
F -0.64433 3.55311 -6.14161 -0.21
C -2.31751 1.93515 -5.65265 0.54
F -3.08368 2.56714 -4.71814 -0.28
F -1.24740 1.42958 -5.00769 -0.12
C -3.15226 0.71097 -6.14058 0.47
F -2.38706 -0.20390 -6.75897 -0.25
F -3.58052 0.11272 -4.98699 -0.31
C -4.44892 1.02703 -6.97788 0.66
F -4.42805 2.27428 -7.46035 -0.20
F -5.54208 0.87786 -6.22312 -0.24
F -4.53282 0.16788 -7.99524 -0.26
C 1.22817 3.51031 -9.26080 -0.31
O 0.95040 4.35621 -10.01758 -0.47
O 2.56359 3.17263 -9.02058 -0.35
C 2.60556 2.15219 -8.12406 0.26
O 3.60443 1.64636 -7.75398 -0.54
H 3.59711 -0.32513 -6.54056 0.27
H -0.15517 0.35676 -7.01847 -0.16
H 1.01542 1.02233 -5.78529 0.07
C 2.66401 -2.37366 -1.72571 -1.03
C 1.85405 -1.61842 -0.66230 0.45
C 1.63555 -0.19187 -1.18312 -1.17
S 1.66250 -0.30802 -2.97569 1.34
O 2.80054 0.43467 -3.45855 -0.70
O 0.33727 -0.04818 -3.50336 -0.55
C 2.00986 -2.05578 -3.06632 -0.64
H 2.68242 -3.44359 -1.53429 0.43
H 3.69581 -2.00985 -1.72876 0.39
H 0.89695 -2.10804 -0.51977 0.02
H 2.35740 -1.60725 0.30129 -0.01
H 0.67890 0.21855 -0.86781 0.39
H 2.44154 0.48063 -0.89173 0.41
H 2.64433 -2.24919 -3.92853 0.50
H 1.06212 -2.57585 -3.17219 0.19
C 2.13138 6.65805 -4.36476 -0.35
C 2.14458 6.26123 -2.88181 -0.67
C 2.34233 4.74106 -2.81586 -0.64
S 3.26163 4.29170 -4.29526 1.04
O 2.41719 3.46787 -5.12307 -0.41
O 4.58992 3.87624 -3.93596 -0.73
C 3.31544 5.93675 -5.00084 -0.80
H 2.20528 7.73628 -4.49700 0.39
H 1.20018 6.32487 -4.82874 0.11
H 2.97270 6.76333 -2.37794 0.31
H 1.22658 6.55777 -2.37661 0.35
H 2.91476 4.43187 -1.94539 0.35
H 1.39450 4.20653 -2.84405 0.30
H 3.25531 5.86534 -6.08439 0.39
H 4.26277 6.38727 -4.70671 0.34
C -2.02417 -5.86189 0.13732 -0.40
C -3.15085 -5.27738 -0.72445 -0.63
C -2.50464 -4.31842 -1.73150 -0.64
S -0.83804 -4.93214 -2.00658 1.07
O 0.10227 -3.95647 -1.50439 -0.45
O -0.71738 -5.44652 -3.34718 -0.77
C -0.92801 -6.28255 -0.83794 -0.90
H -2.36653 -6.70416 0.73587 0.38
H -1.64472 -5.09761 0.81886 0.19
H -3.66002 -6.08353 -1.25791 0.31
H -3.89350 -4.76248 -0.11911 0.32
H -3.02677 -4.29755 -2.68479 0.41
H -2.42220 -3.30926 -1.33142 0.27
H 0.04481 -6.41960 -0.37124 0.45
H -1.20787 -7.17663 -1.39467 0.36
C 2.04590 1.55490 3.41340 -0.71
C 1.60823 1.13383 4.82459 -0.39
C 0.92694 -0.23547 4.70358 -0.38
S 1.66360 -1.04236 3.27868 1.05
O 0.65429 -1.20395 2.26072 -0.39
O 2.47064 -2.14791 3.71501 -0.68
C 2.72281 0.33002 2.80870 -0.48
H 2.71917 2.41152 3.43708 0.40
H 1.17253 1.82975 2.81612 0.28
H 2.47795 1.05307 5.46663 0.12
H 0.93915 1.86476 5.27518 0.39
H 1.09330 -0.85986 5.57836 0.31
H -0.14096 -0.14545 4.51106 0.09
H 2.80771 0.36479 1.72436 0.13
H 3.70052 0.15571 3.25716 0.40
C -6.98170 2.83045 -2.71740 -0.79
C -5.58937 2.19512 -2.61542 0.21
C -5.06319 2.46883 -1.19937 -0.66
S -6.51613 2.61397 -0.14580 1.12
O -6.59146 3.96163 0.35737 -0.68
O -6.59130 1.48616 0.75016 -0.59
C -7.72436 2.41879 -1.45167 -0.77
H -7.51032 2.50456 -3.61183 0.37
H -6.89049 3.91807 -2.75704 0.34
H -5.66714 1.11816 -2.77767 0.29
H -4.91370 2.58885 -3.36737 -0.30
H -4.43796 1.66147 -0.82589 0.28
H -4.52193 3.41131 -1.14244 0.45
H -8.59231 3.03550 -1.23106 0.42
H -8.00804 1.36711 -1.48000 0.36
C -4.50156 0.16802 2.84433 -0.45
C -4.66881 -0.13610 4.33908 -0.74
C -4.39705 -1.63227 4.53668 -0.78
S -3.25587 -2.11017 3.23159 1.10
O -3.92103 -3.04299 2.35306 -0.70
O -1.97256 -2.41827 3.80274 -0.53
C -3.19888 -0.51168 2.42716 -0.52
H -4.47516 1.23798 2.64951 0.29
H -5.33951 -0.24958 2.28586 0.28
H -3.94833 0.44867 4.91516 0.33
H -5.66344 0.12988 4.69328 0.33
H -3.93469 -1.84963 5.49600 0.40
H -5.30062 -2.22712 4.41788 0.36
H -3.10076 -0.65358 1.35321 0.41
H -2.32870 0.01766 2.81531 0.19
C 2.41216 -7.00601 7.21788 -0.57
C 3.77890 -6.50967 6.72528 -0.61
C 3.54591 -5.75493 5.41036 -0.67
S 1.87397 -5.09331 5.49653 1.11
O 1.07223 -5.73631 4.48661 -0.70
O 1.93129 -3.66346 5.60476 -0.53
C 1.46620 -5.81748 7.08736 -0.73
H 2.45853 -7.36830 8.24411 0.34
H 2.06699 -7.82712 6.58591 0.29
H 4.20994 -5.83446 7.46730 0.29
H 4.47969 -7.33168 6.58507 0.32
H 4.23671 -4.92700 5.27474 0.33
H 3.59171 -6.41939 4.54990 0.38
H 0.41367 -6.09016 7.09757 0.40
H 1.66695 -5.06426 7.84889 0.34
C 5.84162 2.19546 8.72676 -0.59
C 5.21530 2.69192 10.03737 -0.60
C 3.69341 2.55624 9.89824 -0.66
S 3.41532 1.19914 8.75042 1.13
O 2.79503 1.72208 7.55629 -0.61
O 2.84576 0.07791 9.44923 -0.71
C 5.14184 0.87960 8.40191 -0.67
H 6.91823 2.06095 8.81730 0.35
H 5.65846 2.92044 7.93080 0.30
H 5.56643 2.07394 10.86582 0.29
H 5.49698 3.72087 10.25496 0.32
H 3.20813 2.31789 10.84097 0.33
H 3.24462 3.44851 9.46626 0.36
H 5.24721 0.56947 7.36487 0.38
H 5.46633 0.08019 9.06717 0.34
```

Output
**LUMO**: -1.4 eV
**Gap between HOMO and LUMO**: 8.3 eV
**E**: -7853.469660 a.u.
**Maximum force**: 2.074 eV/A
**SMILES**: O=C(O)CC1=C(S(=O)(=O)C(F)(F)C(F)(F)C(F)(F)C(F)(F)F)C(=O)OC1=O.O=S1(=O)CCCC1.O=S1(=O)CCCC1.O=S1(=O)CCCC1.O=S1(=O)CCCC1.O=S1(=O)CCCC1.O=S1(=O)CCCC1.O=S1(=O)CCCC1.O=S1(=O)CCCC1

=====

No. 4
# C25H51B2Cl2NO6

A cluster of 2 separate species, C25H51B2Cl2NO6 in total in a non-equilibrium geometry (wB97M-V/def2-TZVPD, the OMol25 dataset).

The geometry in XYZ format:
```
87
Properties=species:S:1:pos:R:3:mulliken_charge:R:1
C 4.77077 1.32169 1.65513 -0.50
C 5.98879 0.46970 1.15450 -0.85
C 6.23956 0.59920 -0.37903 -0.61
C 5.13188 -0.10984 -1.22366 -0.35
C 4.58747 0.72055 -2.42254 -0.92
C 4.08611 2.16116 -2.06279 -0.48
C 2.52948 2.27709 -2.20012 -1.15
C 1.79339 1.87472 -0.88880 -0.05
C 0.23811 1.95226 -1.11550 -0.98
C -0.48361 1.29642 0.10533 -1.75
C -1.85790 0.64180 -0.22700 -0.16
B -2.73134 1.92336 -0.68641 1.12
O -2.92246 2.98041 0.21922 -0.55
O -3.23812 2.00596 -1.96415 -0.68
C -4.21483 3.04339 -2.15731 -0.26
C -3.57537 4.42872 -2.49551 -1.03
N -1.85430 -0.31969 -1.39242 0.25
C -1.59706 -1.67574 -0.84109 -0.34
C -0.08134 -1.93521 -0.70580 -0.26
C 0.42635 -2.93041 -1.78142 0.13
O -0.06581 -3.02471 -2.89214 -0.64
O 1.46876 -3.67072 -1.42300 -0.49
C -2.50654 -1.81866 0.43262 0.32
O -2.01866 -2.58185 1.51794 -0.43
C -1.68642 -3.94563 1.16520 0.03
C -2.50129 -4.99874 1.96858 -1.41
B -4.02276 -2.35359 0.15413 1.08
C -4.64727 -2.48004 -1.33287 -1.06
O -4.82323 -2.76632 1.20182 -0.80
C -2.54476 -0.26530 0.86500 0.61
Cl -4.35928 0.24083 0.60311 -0.37
C -2.36380 0.07588 2.35878 -1.64
C -0.92561 -0.16661 2.93766 -0.29
C -0.24677 1.07785 3.55488 -0.37
C 1.20124 0.63374 4.02538 -1.23
H 4.94059 1.54037 2.72878 0.42
H 4.72346 2.27039 1.08709 0.22
H 3.84099 0.72881 1.55556 -0.08
H 6.87477 0.81020 1.72786 0.41
H 5.81667 -0.58905 1.42800 0.36
H 6.32110 1.68005 -0.60920 0.30
H 7.22564 0.12555 -0.56673 0.34
H 5.60509 -1.01502 -1.66065 0.40
H 4.32790 -0.47380 -0.54769 0.05
H 3.75851 0.17881 -2.91754 0.37
H 5.40556 0.80122 -3.16480 0.41
H 4.49712 2.84225 -2.84042 0.29
H 4.44344 2.53544 -1.08819 0.32
H 2.21173 1.60008 -3.02024 0.29
H 2.22187 3.31766 -2.44144 0.40
H 2.05621 2.63979 -0.13058 0.29
H 2.09001 0.86567 -0.53109 -0.02
H -0.00536 3.03417 -1.12310 0.57
H 0.03312 1.46828 -2.09009 0.21
H 0.16133 0.55054 0.60238 0.46
H -0.64787 2.10016 0.84711 0.84
H -3.77084 2.87639 0.67590 0.35
H -4.78244 2.75798 -3.06850 0.41
H -4.96814 3.11663 -1.35295 0.27
H -4.20781 5.01302 -3.18858 0.38
H -3.51633 5.03406 -1.56732 0.26
H -2.55236 4.29027 -2.88844 0.23
H -2.81235 -0.42019 -1.76455 0.53
H -1.31914 -0.06757 -2.22823 0.51
H -1.94868 -2.44072 -1.56456 0.66
H 0.53527 -1.02192 -0.83513 0.06
H 0.16150 -2.36896 0.28474 0.11
H 2.01172 -3.18729 -0.77763 0.39
H -1.71451 -4.17662 0.08222 0.24
H -0.63036 -4.10450 1.47810 0.32
H -2.06319 -5.98317 1.69837 0.44
H -2.33370 -4.89330 3.05804 0.30
H -3.57660 -4.99025 1.72602 0.25
H -5.58054 -3.08267 -1.27496 0.42
H -4.93676 -1.49253 -1.75226 0.25
H -3.97898 -3.00631 -2.04098 0.30
H -5.72895 -2.71427 0.86397 0.30
H -2.56867 1.16740 2.45480 0.51
H -3.15036 -0.40947 2.96672 0.50
H -1.04194 -0.89909 3.76559 0.66
H -0.28688 -0.68934 2.19711 -0.29
H -0.77630 1.46872 4.44235 0.48
H -0.08684 1.91312 2.85000 0.15
H 1.46564 -0.26818 3.43224 0.35
H 1.22698 0.33921 5.08707 0.36
H 1.96872 1.38802 3.77054 0.29
Cl 1.86750 -4.84175 0.49753 -0.72
```

Output
**Energy relative to the best compared isomer or geometry (same formula, charge and spin)**: 0.000 eV
**LUMO**: -0.2 eV
**Gap between HOMO and LUMO**: 5.9 eV
**E**: -2459.487197 a.u.
**Maximum force**: 5.004 eV/A

=====

No. 5
# C31H47ClIrO2P2

A structure of composition C31H47ClIrO2P2 in a non-equilibrium geometry (wB97M-V/def2-TZVPD, the OMol25 dataset).

The geometry in XYZ format:
```
84
Properties=species:S:1:pos:R:3:mulliken_charge:R:1
Ir 1.27831 -1.98766 -0.27568 1.08
C -1.70756 -1.95922 1.19988 0.99
C -1.30637 -2.92619 0.24921 -0.12
C 0.53502 -2.46395 1.62709 1.30
C -0.63240 -1.63711 2.03225 0.22
C 0.04714 -3.39932 0.58876 0.38
C -3.08628 -1.40133 1.29387 -0.68
H -3.61557 -1.42576 0.32895 0.45
H -3.06583 -0.34490 1.63086 -0.21
H -3.73922 -1.93254 2.00912 0.34
C -0.73224 -0.72238 3.19081 -0.97
H -1.18495 0.24175 2.88929 -0.08
H 0.27076 -0.52030 3.57932 0.41
H -1.33937 -1.05864 4.05762 0.25
C 1.63098 -2.69637 2.60065 -1.97
H 1.19817 -2.95864 3.57396 0.39
H 2.20623 -1.76837 2.69222 0.40
H 2.27073 -3.49014 2.23088 0.34
C 0.68324 -4.67235 0.18489 -1.32
H 0.15973 -5.54434 0.59536 0.35
H 1.74170 -4.68931 0.48733 0.30
H 0.61598 -4.69870 -0.91532 0.41
C -2.16243 -3.46334 -0.81066 -2.05
H -2.92343 -4.11366 -0.36489 0.39
H -1.58983 -4.03417 -1.54743 0.37
H -2.67484 -2.64495 -1.32879 0.36
C -0.86392 2.14272 0.14963 -0.05
C -1.80609 1.69774 -0.73955 -0.82
C -1.65060 0.85034 -2.02269 -0.64
C -0.19334 0.67697 -2.48521 -1.11
C 0.84939 -0.27544 -1.85459 -0.01
C 1.65111 0.15222 -0.80621 0.16
C 1.74429 1.49410 -0.11274 -1.01
C 0.56457 2.51677 -0.09135 -0.73
H -2.20474 1.36556 -2.87005 0.47
H 0.24794 1.71207 -2.47705 -0.49
H -2.12186 -0.14899 -1.88413 0.08
H 0.63606 3.27108 -0.89128 0.04
H -1.13674 2.16355 1.21317 0.13
H -2.81777 1.81594 -0.40590 0.49
H 0.73834 3.10655 0.81601 0.48
H 1.94889 1.29274 0.93320 0.67
H 2.35959 -0.61257 -0.28783 0.55
H 2.61598 2.07217 -0.47747 0.09
H -0.21429 0.40331 -3.55413 0.69
H 1.23874 -1.03837 -2.57817 0.12
P 2.47664 1.67753 -3.23347 0.99
P 3.88655 -1.05246 -1.90390 1.13
C 4.06137 1.01209 -3.90741 -1.29
C 4.83566 0.23090 -2.85369 -1.14
H 4.56454 1.93390 -4.23938 0.52
H 3.80573 0.44759 -4.81934 0.47
H 5.66993 -0.28722 -3.32427 0.65
H 5.21744 0.91333 -2.08783 0.41
C 5.22211 -1.52849 -0.71652 -1.27
H 4.91704 -2.42689 -0.15037 0.37
H 5.36907 -0.66780 -0.03231 0.35
H 6.16596 -1.71914 -1.25898 0.43
C 3.70839 -2.43613 -3.10552 -1.36
H 4.65287 -2.57902 -3.65733 0.44
H 2.89133 -2.15367 -3.79505 0.36
H 3.44266 -3.34693 -2.53652 0.35
C 3.03445 3.29496 -2.50248 -1.63
H 2.15403 3.81478 -2.06577 0.26
H 3.45892 3.90708 -3.31582 0.57
H 3.80684 3.08281 -1.73153 0.43
C 1.67212 2.33456 -4.74034 -1.54
H 1.64238 1.54034 -5.49968 0.40
H 2.27620 3.17702 -5.09586 0.49
H 0.65280 2.67751 -4.49855 0.38
Cl -8.04579 1.72482 6.51434 -0.17
C -6.74394 1.89969 5.43638 0.33
C -6.53571 3.12793 4.79624 -0.71
C -5.47340 3.28220 3.91476 -0.44
C -4.59646 2.21607 3.67902 0.26
C -4.79079 0.98422 4.32168 -0.04
C -5.87152 0.83142 5.19436 -0.68
C -3.40670 2.43964 2.74787 0.55
O -2.97356 3.61632 2.78630 -0.34
O -2.98867 1.45062 2.07842 -0.52
H -7.19771 3.95423 4.98789 0.43
H -5.29602 4.23543 3.41649 0.42
H -4.08779 0.16192 4.14136 0.31
H -6.04022 -0.11776 5.68359 0.43
```

Output
**Energy relative to the best compared isomer or geometry (same formula, charge and spin)**: 3.258 eV
**LUMO (spin up / spin down)**: -2.3 / -5.8 eV
**Net charge**: +1
**2S+1**: 5
**Gap between HOMO and LUMO (spin up / spin down)**: 7.1 / 4.4 eV
**E**: -2606.556386 a.u.
**Maximum force**: 4.637 eV/A